[1]
{"formula": "C2H7N3O3", "method": "ωB97M-V/def2-TZVPD", "symbols": ["H", "N", "H", "C", "O", "H", "O", "N", "N", "O", "H", "H", "H", "H", "C"], "coordinates": [[-3.037, 1.451, -1.104], [2.809, -0.843, 0.170], [1.445, -1.541, -0.105], [-0.679, -0.886, -0.092], [-1.833, -1.265, -0.320], [3.108, -0.767, -0.799], [0.402, -1.639, -0.363], [-1.432, 1.380, 0.032], [-2.800, 1.170, -0.174], [0.717, 0.835, 0.767], [2.193, -0.090, 0.455], [3.525, -0.820, 0.841], [-2.923, 0.207, 0.127], [-1.094, 2.325, 0.227], [-0.400, 0.484, 0.338]], "forces_ev_per_a": [[-0.21, -0.66, -0.56], [-1.32, -0.41, -0.96], [-1.43, 0.78, 0.41], [0.06, -3.09, -1.22], [2.17, 0.06, 0.61], [0.34, 0.36, 0.53], [-0.97, -0.23, 0.10], [3.16, 0.06, 0.93], [0.68, 0.48, 1.60], [-2.06, 0.16, -0.39], [-0.13, 0.53, -0.45], [1.46, -0.53, 0.57], [-0.73, 0.11, -0.97], [-0.71, -0.23, 0.05], [-0.29, 2.61, -0.25]], "mulliken_charge": [0.24, -0.76, 0.56, 0.70, -0.63, 0.24, -0.56, -0.01, -0.63, -0.76, 0.34, 0.23, 0.35, 0.26, 0.43], "e_homo_ev": -9.112, "largest_force_ev_per_a": 3.3, "smiles": "NNC(=O)C(=O)O.N", "orbital_gap_ha": 0.345}

---

[2]
{"formula": "C30H63N4O7", "method": "ωB97M-V/def2-TZVPD", "symbols": ["H", "H", "C", "H", "H", "H", "H", "C", "N", "H", "H", "H", "H", "C", "H", "H", "H", "C", "H", "H", "H", "H", "H", "H", "O", "H", "H", "H", "H", "H", "H", "H", "C", "O", "H", "H", "C", "C", "H", "C", "C", "H", "H", "C", "C", "O", "H", "C", "C", "C", "N", "H", "C", "H", "C", "C", "C", "C", "C", "H", "H", "H", "C", "C", "H", "H", "C", "O", "H", "N", "H", "H", "C", "H", "H", "H", "H", "C", "C", "O", "O", "H", "H", "O", "C", "H", "H", "H", "H", "H", "H", "H", "C", "H", "H", "H", "H", "H", "H", "C", "N", "H", "H", "C"], "coordinates": [[0.523, -0.681, 3.013], [2.049, -0.112, 5.306], [-3.829, -0.328, 3.185], [-0.032, 5.015, -5.691], [2.397, 5.711, -1.523], [1.364, -5.950, 2.172], [-5.512, -3.205, 1.676], [0.930, 4.305, -0.801], [-4.766, -0.163, 0.263], [0.032, -0.582, 6.507], [2.221, 2.921, -2.600], [-1.487, -5.666, 2.122], [5.766, 1.440, -2.168], [2.212, -5.445, 1.703], [2.508, -0.408, -3.672], [1.055, -5.311, -0.167], [-0.614, 1.044, 6.225], [-0.341, 4.093, -6.186], [-2.012, -6.359, 4.719], [3.239, 4.133, -3.375], [2.996, -6.181, 1.536], [-0.863, 4.932, 0.915], [3.582, -1.304, -2.578], [-0.372, -2.901, 4.017], [1.039, 5.447, -2.990], [-2.309, 4.674, -0.069], [-1.143, -4.104, 5.972], [6.522, 0.312, -4.548], [-3.082, -5.313, 2.817], [0.763, 4.708, -3.552], [1.840, 2.080, -6.278], [1.940, 1.262, 3.291], [-0.024, 0.233, 5.786], [-2.808, 2.643, 1.136], [-6.149, -0.775, 1.818], [-6.543, -1.221, 0.193], [-1.309, 4.314, 0.152], [-2.007, -5.124, 2.915], [2.557, -4.473, 3.635], [1.059, 1.216, 3.928], [-5.074, -2.457, 1.034], [-3.821, -2.530, -0.648], [3.717, -4.025, 2.371], [0.035, 0.197, 3.449], [3.532, -0.481, -3.300], [-1.781, -3.716, 2.754], [-0.659, 0.608, 2.714], [0.194, 3.983, -7.604], [2.767, 3.845, -2.443], [0.309, 2.471, -7.772], [-4.374, 0.801, 2.382], [-0.451, 4.462, -8.338], [0.751, 2.035, -6.381], [-0.670, 2.046, -8.006], [-1.506, -5.491, 4.303], [-1.439, -3.145, 4.030], [2.670, -4.279, 2.568], [5.788, -0.007, -3.810], [5.179, 1.156, -3.042], [5.061, 2.037, -3.682], [-0.790, 3.705, -1.721], [2.619, -4.489, -0.189], [-1.446, 2.863, 0.695], [1.140, -3.461, 1.000], [1.007, 2.168, -8.550], [6.278, -0.698, -3.120], [1.797, 4.912, -1.938], [3.877, 0.730, -2.621], [-3.274, 1.579, -0.530], [-0.509, 4.407, -1.047], [-4.052, -1.297, 2.764], [-4.330, -0.291, 4.143], [-3.988, -2.784, 0.388], [-0.754, 2.741, 1.513], [-2.805, -4.141, 5.371], [1.228, 3.269, -0.596], [1.131, 4.872, 0.105], [-1.754, -4.202, 5.076], [1.346, 0.722, 5.341], [0.175, 2.969, -5.459], [-0.698, -0.223, 4.603], [1.756, 1.486, 5.999], [1.183, 4.441, -7.669], [1.860, -3.157, 2.201], [4.552, -0.663, -4.413], [-1.172, 2.174, -0.099], [0.611, 2.214, 3.966], [-1.435, 4.038, -6.168], [-2.770, -0.187, 3.391], [1.208, -2.617, 0.311], [-4.167, 1.716, 2.759], [-0.434, -5.704, 4.270], [-4.188, 0.749, 1.069], [3.522, 3.694, -1.679], [0.090, -3.613, 1.264], [4.237, -0.115, -5.305], [0.420, 1.026, -6.128], [-5.234, 0.293, -0.509], [-3.187, -3.356, 0.840], [-5.710, -1.107, 0.887], [-3.409, 1.611, 0.474], [4.697, -1.706, -4.689], [-2.001, -2.224, 4.179], [1.755, -4.733, 0.434]], "forces_ev_per_a": [[0.03, 0.03, -0.08], [0.00, 0.01, 0.01], [-0.46, 0.52, 0.99], [-0.01, -0.02, 0.04], [-0.13, 0.48, 0.00], [0.02, -0.01, 0.00], [0.21, 0.50, 1.24], [-0.29, 0.29, 0.10], [-1.42, -0.13, 0.40], [-0.06, -0.06, -0.04], [0.08, -0.35, -0.10], [0.00, 0.06, -0.05], [-0.06, 0.01, 0.04], [-0.14, -0.05, 0.06], [-0.01, 0.06, 0.04], [-0.02, 0.00, 0.02], [0.04, 0.00, 0.05], [-0.20, 0.08, 0.07], [-0.02, 0.00, -0.01], [0.14, 0.20, -0.09], [0.01, 0.02, 0.00], [0.00, 0.37, 0.19], [-0.03, -0.06, -0.06], [-0.04, 0.06, 0.03], [-0.24, -0.02, -0.30], [-0.24, 0.15, 0.08], [0.02, 0.01, -0.01], [-0.02, 0.02, -0.01], [0.01, -0.09, 0.00], [0.03, 0.16, 0.00], [0.01, -0.05, -0.04], [-0.01, -0.04, 0.01], [-0.11, 0.14, 0.06], [-0.27, -0.08, 0.44], [0.22, 0.32, 0.26], [-0.25, 0.36, -0.08], [-0.22, -0.92, -0.51], [-0.13, 0.04, -0.08], [-0.03, 0.07, 0.01], [-0.11, 0.19, -0.02], [-0.77, 0.20, 0.82], [0.61, 1.37, 0.13], [0.02, -0.07, 0.03], [0.21, -0.31, -0.05], [0.03, -0.06, 0.16], [-0.12, -0.15, 0.20], [-0.10, 0.02, -0.05], [0.21, -0.03, 0.01], [-0.37, 0.29, 0.28], [-0.15, -0.04, 0.01], [0.12, -0.39, 0.87], [-0.03, -0.02, 0.01], [0.18, 0.04, 0.01], [0.02, -0.02, -0.01], [0.18, -0.03, 0.00], [0.17, 0.01, -0.05], [0.13, 0.07, -0.05], [0.05, -0.11, 0.11], [-0.07, 0.15, -0.07], [0.07, 0.01, 0.00], [-0.12, 0.16, -0.14], [-0.01, -0.02, -0.01], [0.38, 1.03, -0.47], [-0.23, -0.03, 0.02], [0.02, 0.01, 0.02], [0.01, 0.02, -0.01], [0.43, -0.85, -0.23], [0.05, -0.11, -0.10], [-0.11, 0.18, -0.01], [0.41, 0.14, 0.26], [0.21, 0.01, -0.36], [-0.14, -0.01, 0.25], [1.68, -0.88, -1.07], [-0.09, -0.48, 0.50], [0.02, 0.00, 0.02], [0.21, -0.06, -0.07], [-0.01, 0.04, 0.20], [-0.19, 0.01, -0.02], [0.09, -0.16, -0.02], [0.01, 0.05, -0.01], [0.06, 0.28, 0.08], [-0.03, 0.02, 0.00], [-0.02, 0.02, 0.00], [-0.03, -0.04, -0.02], [-0.05, 0.08, -0.13], [-0.16, -0.29, -0.03], [0.02, -0.01, 0.00], [0.00, 0.06, -0.04], [0.10, -0.14, -0.29], [0.07, 0.05, 0.07], [0.39, -0.09, 0.11], [-0.01, -0.02, -0.01], [0.40, 0.22, -0.32], [0.21, -0.32, 0.00], [-0.02, 0.02, -0.06], [-0.01, -0.02, 0.00], [-0.03, 0.03, 0.07], [0.47, -0.10, -0.36], [-0.57, -1.25, -0.20], [-0.91, -1.32, -1.60], [0.57, 0.58, -0.96], [0.00, 0.00, 0.02], [0.06, -0.05, -0.08], [0.18, 0.06, -0.05]], "mulliken_charge": [-0.06, 0.27, 0.01, 0.28, 0.39, 0.07, 0.42, -0.68, -0.25, 0.28, 0.39, 0.33, 0.32, -0.40, 0.23, 0.37, 0.27, -0.31, 0.45, 0.41, 0.41, 0.38, 0.18, -0.03, -0.53, 0.39, 0.43, 0.34, 0.30, 0.27, 0.19, 0.44, -0.47, -0.27, 0.36, 0.54, -0.83, -0.50, 0.29, -0.55, -0.40, 0.28, 0.31, 0.67, -0.26, -0.28, -0.45, -0.67, -1.58, -0.53, -0.17, 0.36, -0.32, 0.27, -0.58, 0.51, -0.48, -0.55, -0.46, 0.22, 0.25, 0.26, -0.06, 0.23, 0.34, 0.27, 0.20, -0.33, 0.29, -0.20, 0.07, 0.36, -0.36, -0.01, 0.29, 0.27, 0.42, -0.70, -0.68, -0.37, -0.39, 0.38, 0.28, -0.40, -0.51, 0.47, 0.22, 0.28, -0.19, 0.38, 0.38, 0.13, 0.33, 0.39, -0.33, 0.20, 0.24, 0.30, 0.05, -0.78, -0.24, 0.36, -0.38, -0.68], "e_homo_ev": -11.055, "largest_force_ev_per_a": 2.3, "total_charge": 1, "orbital_gap_ha": 0.316}

---

[3]
{"formula": "C53H49FN4O2ReS4", "method": "ωB97M-V/def2-TZVPD", "symbols": ["H", "C", "H", "C", "C", "H", "H", "H", "C", "H", "H", "C", "C", "C", "C", "Re", "C", "H", "H", "C", "O", "C", "H", "C", "H", "H", "C", "H", "H", "C", "N", "H", "C", "C", "H", "S", "H", "H", "H", "C", "C", "C", "H", "H", "C", "C", "H", "C", "S", "H", "C", "C", "H", "N", "C", "O", "H", "H", "C", "S", "C", "H", "C", "C", "S", "H", "N", "C", "H", "H", "H", "H", "C", "H", "C", "H", "H", "C", "C", "C", "H", "C", "H", "C", "H", "H", "C", "C", "H", "C", "F", "H", "H", "H", "C", "C", "N", "C", "C", "C", "H", "H", "H", "C", "H", "C", "C", "C", "C", "C", "H", "H", "C", "C"], "coordinates": [[0.004, -2.689, 5.923], [-4.460, -2.632, -2.270], [-4.689, -1.434, 3.460], [0.971, -2.659, 5.421], [-1.376, -0.866, 3.891], [0.811, 3.851, 1.704], [-1.823, 4.380, -0.244], [-2.953, 3.377, 4.148], [-5.007, 2.378, 1.639], [3.613, -0.415, -3.595], [5.564, 2.476, 1.873], [-4.398, -3.995, -2.012], [0.914, -4.982, 4.472], [-2.718, 2.021, 1.077], [-3.241, -1.368, 1.883], [1.884, -1.371, 0.274], [5.594, -3.188, 0.638], [1.074, -4.005, 1.486], [-3.958, -1.571, 1.098], [4.382, -3.152, 1.522], [-0.305, -0.573, -7.572], [2.341, 2.569, 0.915], [4.012, 1.389, 0.268], [2.728, 4.176, 2.634], [-5.350, 3.261, 3.563], [5.314, -3.086, -0.410], [1.513, 4.858, -2.834], [-5.145, -4.656, -2.431], [1.847, -5.259, 4.965], [3.668, 2.171, 0.933], [-1.660, 0.169, -0.781], [1.711, -3.063, 6.113], [1.372, 4.217, -4.058], [1.320, 2.752, -1.744], [6.288, -2.390, 0.899], [2.690, -2.359, -1.743], [-0.086, -1.503, -7.445], [3.094, -4.054, 0.067], [-0.655, -0.676, 4.673], [2.099, -3.225, 3.212], [-2.323, 2.138, -2.760], [1.203, 2.839, -4.124], [1.099, 2.348, -5.085], [-1.245, 2.585, 2.520], [-2.429, -3.678, -0.672], [-2.065, 4.013, -1.235], [0.088, -5.220, 5.143], [3.133, -3.560, 1.029], [1.283, 1.767, -0.265], [2.571, 0.586, -5.617], [1.995, -3.565, 1.856], [2.608, -0.688, -3.892], [0.090, -0.839, 2.321], [-0.168, 2.022, 0.464], [-1.897, -1.201, 1.584], [-0.039, 1.386, -6.580], [1.656, 5.930, -2.788], [0.042, -2.640, -2.847], [0.927, -3.482, 4.134], [-1.522, 1.592, -0.176], [2.027, -0.134, -5.019], [4.734, 4.243, 3.382], [-2.717, -1.036, 4.205], [0.737, -0.500, -5.387], [-1.321, -1.291, -0.114], [1.622, 4.612, -0.700], [0.021, -1.896, -0.268], [-3.647, -1.290, 3.206], [-3.070, 5.061, -4.285], [-3.331, -5.581, -1.030], [1.226, -1.616, 5.221], [2.376, 4.961, 3.288], [0.591, -1.950, -3.474], [-5.246, -2.232, -2.897], [1.179, 2.094, -2.956], [6.120, -4.137, 0.752], [-6.057, 2.335, 1.384], [-2.452, 4.878, -2.241], [-4.608, 2.896, 2.865], [-3.518, -1.778, -1.718], [-2.257, 1.072, -2.934], [-2.301, 2.527, 2.298], [1.072, 1.017, -2.960], [4.058, 3.777, 2.678], [-4.352, 1.553, -0.239], [0.005, -3.245, 3.592], [4.527, 2.781, 1.831], [-2.770, 4.380, -3.500], [1.405, 4.795, -4.972], [-2.707, 3.018, -3.759], [3.092, -0.566, 1.491], [-2.509, 5.940, -2.046], [3.457, -2.527, 4.718], [-1.618, -4.067, -0.069], [-3.381, -4.518, -1.222], [-4.060, 1.938, 0.732], [1.594, 0.365, -0.653], [4.452, -2.756, 2.849], [-0.959, -0.956, 2.574], [0.104, 0.194, -6.560], [5.400, -2.425, 3.255], [-3.542, -0.713, -1.907], [-2.958, 2.637, -4.740], [1.490, 4.126, -1.658], [-0.989, -1.689, -4.899], [3.338, -2.806, 3.679], [0.019, -1.409, -4.614], [-2.006, 2.654, -1.514], [1.853, 3.569, 1.748], [1.887, -1.592, -3.116], [-3.036, -0.979, 5.237], [0.811, -5.591, 3.573], [-2.516, -2.316, -0.926], [-3.262, 2.965, 3.197]], "forces_ev_per_a": [[0.02, -0.05, 0.03], [-0.03, -0.05, -0.01], [0.00, 0.00, -0.02], [0.02, -0.02, -0.13], [-0.03, 0.10, 0.02], [0.03, 0.04, 0.03], [0.00, 0.05, -0.04], [-0.01, -0.02, 0.00], [-0.04, -0.03, -0.03], [0.01, 0.00, -0.03], [0.00, 0.00, -0.01], [0.00, 0.01, 0.00], [-0.13, 0.08, -0.04], [0.27, -0.06, 0.11], [-0.12, 0.01, -0.06], [0.71, -0.51, -1.17], [-0.02, 0.01, 0.05], [-0.01, 0.03, -0.01], [-0.01, 0.00, 0.04], [-0.01, -0.01, -0.02], [-0.27, 0.10, -0.24], [-0.34, 0.00, -0.06], [0.02, 0.03, 0.04], [0.00, 0.02, -0.01], [-0.01, -0.02, -0.01], [0.04, 0.01, -0.01], [0.00, 0.07, 0.06], [0.01, 0.00, -0.02], [-0.01, -0.03, 0.01], [0.01, -0.08, -0.18], [-0.12, -0.20, 0.18], [0.01, 0.05, 0.02], [-0.01, -0.03, 0.01], [0.08, 0.02, 0.25], [0.02, -0.02, -0.02], [-0.22, 0.14, 0.67], [0.11, -0.05, 0.11], [-0.10, 0.07, -0.04], [-0.04, 0.03, -0.04], [-0.12, 0.18, 0.01], [0.05, -0.15, 0.06], [0.10, 0.15, -0.01], [-0.10, 0.13, 0.17], [-0.02, 0.01, 0.07], [0.13, -0.03, 0.00], [0.03, 0.01, 0.11], [0.01, 0.01, 0.00], [-0.05, -0.06, 0.08], [-0.30, -0.22, -0.32], [0.02, -0.04, 0.00], [0.05, 0.04, -0.20], [-0.04, -0.14, -0.02], [0.01, 0.01, 0.08], [0.06, 0.04, 0.10], [0.05, 0.08, -0.23], [-0.07, -0.04, -0.27], [0.01, -0.01, -0.03], [0.00, -0.04, -0.08], [0.09, -0.10, 0.15], [0.17, 0.05, -0.17], [0.05, -0.18, -0.15], [0.01, 0.02, -0.02], [0.00, 0.03, 0.04], [0.05, 0.11, -0.02], [0.06, 0.01, -0.01], [0.00, 0.03, -0.05], [-0.43, 0.09, 0.29], [-0.03, 0.01, 0.01], [-0.01, -0.01, 0.01], [-0.01, 0.00, -0.02], [0.03, 0.01, 0.06], [-0.02, -0.02, 0.01], [0.02, 0.03, 0.06], [0.00, 0.00, 0.00], [-0.12, -0.13, 0.19], [0.01, 0.01, 0.00], [0.01, -0.01, -0.01], [0.03, 0.01, 0.02], [0.06, 0.02, 0.06], [0.05, 0.10, -0.01], [0.02, 0.04, -0.07], [0.17, -0.10, -0.03], [-0.06, 0.13, -0.04], [0.01, -0.04, -0.02], [-0.05, 0.03, 0.03], [0.06, -0.03, -0.03], [0.03, 0.05, 0.04], [0.00, -0.02, -0.04], [-0.01, -0.01, 0.00], [-0.03, 0.03, -0.06], [0.05, 0.24, 0.32], [0.01, 0.00, 0.00], [-0.02, -0.02, 0.01], [-0.04, -0.02, 0.02], [0.00, -0.01, 0.01], [0.03, -0.14, -0.21], [0.14, 0.09, 0.51], [0.01, 0.01, -0.10], [0.05, 0.10, -0.13], [0.13, -0.13, 0.34], [0.00, -0.01, 0.00], [-0.09, -0.04, 0.01], [0.04, 0.01, -0.01], [-0.01, 0.05, 0.06], [-0.01, 0.00, 0.00], [-0.02, 0.02, -0.03], [-0.01, 0.00, -0.04], [0.04, -0.19, -0.05], [-0.02, -0.01, 0.08], [0.00, 0.12, -0.01], [-0.01, 0.00, -0.01], [0.01, -0.02, 0.01], [-0.03, 0.24, 0.05], [-0.04, 0.00, 0.00]], "mulliken_charge": [0.42, -0.82, 0.49, -2.10, -0.97, 0.47, 0.40, 0.53, -0.80, 0.50, 0.48, -0.69, -1.54, 0.59, -0.29, 1.08, -1.52, 0.58, 0.54, 1.13, -0.47, 0.69, 0.50, -0.91, 0.45, 0.30, -0.92, 0.43, 0.37, -0.70, 0.03, 0.51, -1.05, -0.25, 0.40, -0.59, 0.38, 1.26, 0.71, 0.60, 0.10, -0.01, 0.22, 0.46, -0.53, -1.13, 0.45, -1.81, 1.69, 0.56, -0.91, -0.56, -0.04, 0.10, 1.07, -0.52, 0.48, 0.68, 1.42, 1.45, -1.20, 0.44, -1.19, 0.23, 1.89, 0.54, -0.66, -0.99, 0.46, 0.51, 0.42, 0.47, -0.22, 0.53, 1.08, 0.34, 0.52, -0.86, -0.66, -0.43, 0.33, -0.15, -0.44, -0.63, 0.40, -0.19, -0.90, -0.71, 0.48, -0.83, -0.64, 0.50, 0.44, 0.47, -0.69, -0.78, 0.56, -1.19, -0.29, 0.39, 0.46, 0.33, 0.51, -0.85, 0.59, -0.02, -0.62, 0.64, -0.40, 0.58, 0.51, 0.38, -0.05, -0.81], "e_homo_ev": [-12.333, -13.241], "largest_force_ev_per_a": 1.5, "multiplicity": 4, "total_charge": 2, "orbital_gap_ha": [0.258, 0.278]}